DFT (wB97M-V/def2-TZVPD) results for a cluster of 2 separate species, C4H4O in total in a non-equilibrium geometry.

Results
* E_LUMO: 0.209 eV
* net charge: 0
* HOMO level: -0.34890 hartree

Positions of all 9 atoms, in Å:
O  -0.368  2.435  -0.239
C  0.602  -0.841  -0.233
C  -0.093  1.281  -0.061
C  0.223  0.188  0.708
C  -0.511  0.023  -0.681
H  0.278  -1.772  0.080
H  -0.169  0.043  2.245
H  1.544  -0.946  -0.735
H  -1.506  -0.412  -1.083